Record 1
36
Properties=species:S:1:pos:R:3:forces:R:3 method="wB97M-V/def2-TZVPD" spin_multiplicity=1 e_lumo_ev=0.39 relative_energy_kcal_mol=268.7 charge=0 homo_energy_ev=-7.68 total_energy_ha=-1276.1477
C 1.828 4.209 -4.892 -7.212 3.092 0.580
C 0.882 3.419 -3.848 -4.477 1.928 -8.880
H 0.598 2.364 -4.248 0.148 1.686 0.497
H 0.001 4.091 -3.652 -0.204 -0.967 -1.055
O 1.513 3.400 -2.793 9.353 0.178 6.338
C 1.110 2.973 -1.646 1.912 -0.266 -2.029
O -0.006 2.794 -1.522 -8.162 -1.295 1.756
C 2.043 2.629 -0.664 4.909 -0.514 2.707
H 1.584 2.765 0.302 -0.138 -0.613 0.198
H 2.917 3.293 -0.633 -0.066 -0.178 -0.430
S 2.863 0.856 -0.752 -2.476 1.672 0.271
C 1.457 0.093 0.048 -3.442 0.812 2.857
N 1.194 -1.131 0.107 7.635 0.529 -5.643
C 0.505 -1.905 0.793 -6.971 -0.769 2.793
C 0.267 -3.264 0.625 5.755 0.780 -1.500
C -0.547 -3.821 1.453 -7.558 -5.981 2.672
C -1.678 -3.145 2.275 3.274 -0.702 -2.051
C -1.505 -1.773 2.295 -2.250 -4.740 0.996
C -0.537 -1.301 1.535 3.920 7.439 0.497
C -0.262 0.299 1.653 -0.661 -3.938 -2.583
N 0.545 0.877 0.854 3.104 1.002 -0.987
C -1.089 1.221 2.400 -4.033 -12.119 5.081
H -1.146 0.831 3.437 0.454 1.611 -0.062
H -2.151 1.093 2.106 -0.001 -0.878 -0.020
H -1.025 2.023 2.022 2.254 11.915 -3.371
H -2.294 -1.422 2.860 -1.136 2.447 1.016
O -2.723 -3.727 2.924 2.803 -2.928 -1.713
C -2.619 -5.371 2.759 -2.244 6.108 9.848
H -3.486 -5.364 3.496 1.044 -1.475 -1.080
H -2.870 -5.589 1.893 -2.148 -1.939 -8.120
H -1.766 -5.807 3.166 1.600 -0.180 0.537
H -0.749 -4.995 1.218 0.746 2.720 1.028
H 1.119 -3.810 0.144 -1.346 0.070 -0.138
H 2.579 3.717 -5.188 6.529 -3.997 -0.988
H 2.085 5.263 -4.610 -0.368 -1.120 0.039
H 1.362 4.214 -5.915 -0.546 0.606 0.938



Record 2
20
Properties=species:S:1:pos:R:3:forces:R:3 method="wB97M-V/def2-TZVPD" spin_multiplicity=1 e_lumo_ev=0.90 relative_energy_kcal_mol=3.9 charge=0 homo_energy_ev=-9.01 total_energy_ha=-597.0711
C 1.845 0.046 0.183 -0.010 0.067 0.276
C 1.798 -1.221 -0.652 0.355 -0.214 0.195
C 1.800 1.291 -0.684 -0.210 0.228 -0.341
H 1.010 0.054 0.881 -0.321 0.007 -0.027
H 2.705 0.063 0.852 0.328 -0.033 -0.187
H 2.671 -1.301 -1.301 -0.087 0.209 -0.244
H 1.734 2.217 -0.113 0.112 -0.043 0.098
H 2.649 1.365 -1.365 0.199 -0.060 0.167
H 0.929 1.273 -1.346 -0.127 -0.078 0.104
H 1.836 -2.133 -0.052 -0.272 0.084 0.129
H 0.889 -1.216 -1.252 0.018 -0.183 -0.150
C -1.946 0.165 0.174 -0.285 -0.108 0.454
C -2.202 -0.955 1.195 1.009 0.858 -0.215
S -3.430 1.206 0.031 -0.095 -0.072 -0.040
H -1.159 0.813 0.535 0.327 -0.017 -0.055
H -1.671 -0.249 -0.788 -0.015 0.009 -0.222
H -1.370 -1.651 1.129 -0.212 -0.537 -0.325
H -2.852 2.191 -0.664 -0.027 0.070 -0.052
H -3.173 -1.405 1.044 -0.040 -0.329 0.159
H -2.063 -0.552 2.192 -0.646 0.140 0.275



Record 3
39
Properties=species:S:1:pos:R:3:forces:R:3 method="wB97M-V/def2-TZVPD" spin_multiplicity=1 e_lumo_ev=-0.47 relative_energy_kcal_mol=43.8 charge=0 homo_energy_ev=-8.86 total_energy_ha=-1427.9430
C 3.905 2.439 2.936 0.090 -0.035 -0.046
C 3.271 3.191 3.815 -0.204 0.049 0.069
C 1.781 3.315 3.949 0.021 0.040 0.263
N 1.053 2.652 2.894 0.153 0.161 -0.121
C 0.263 1.596 3.110 0.099 0.253 -0.168
O 0.023 1.137 4.222 -0.067 -0.136 0.070
C -0.321 1.011 1.883 -0.783 -0.974 -0.429
C -1.229 -0.005 1.664 0.608 0.729 0.030
C -1.308 -0.067 0.231 0.333 0.614 0.660
N -0.525 0.834 -0.302 -0.611 -0.406 -0.855
O 0.086 1.505 0.698 0.187 0.174 1.024
C -2.066 -1.028 -0.591 0.143 -0.561 -0.250
H -2.920 -1.415 -0.038 0.039 0.196 -0.132
H -2.357 -0.590 -1.542 -0.040 0.029 0.048
S -0.962 -2.466 -0.970 -0.305 0.029 -0.257
C -0.982 -2.360 -2.761 0.014 -0.102 0.580
C -1.974 -3.050 -3.438 -0.034 -0.040 -0.135
C -2.038 -2.989 -4.819 -0.071 -0.038 -0.076
C -1.103 -2.240 -5.511 -0.034 -0.010 -0.050
C -0.110 -1.561 -4.826 0.034 0.010 -0.018
C -0.025 -1.610 -3.440 0.005 -0.028 -0.100
C 1.046 -0.872 -2.704 0.050 0.071 -0.015
H 0.609 -0.053 -2.133 0.137 -0.019 -0.001
H 1.545 -1.538 -2.002 0.074 0.062 0.054
H 1.780 -0.468 -3.396 0.065 0.039 -0.064
H 0.618 -0.982 -5.376 0.078 0.053 -0.049
H -1.144 -2.185 -6.589 -0.002 0.004 -0.091
H -2.812 -3.524 -5.347 -0.066 -0.047 -0.056
H -2.690 -3.631 -2.877 -0.054 -0.055 0.049
C -2.045 -0.837 2.602 0.085 0.184 0.000
O -2.941 -1.526 2.185 0.062 -0.058 0.014
O -1.757 -0.769 3.885 0.030 -0.039 0.438
H -1.051 -0.109 4.128 -0.122 -0.075 -0.343
H 1.229 2.949 1.945 -0.108 -0.109 0.022
H 1.458 2.863 4.893 0.005 0.173 -0.119
H 1.505 4.376 3.966 -0.009 -0.132 0.070
H 3.820 3.785 4.532 0.153 0.058 0.057
H 4.980 2.397 2.906 0.215 0.033 0.045
H 3.389 1.825 2.217 -0.167 -0.097 -0.120



Record 4
18
Properties=species:S:1:pos:R:3:forces:R:3 method="wB97M-V/def2-TZVPD" spin_multiplicity=1 e_lumo_ev=-0.24 relative_energy_kcal_mol=86.3 charge=0 homo_energy_ev=-8.53 total_energy_ha=-309.9354
C -1.031 1.465 -0.785 -0.553 -0.111 -0.929
C -0.836 0.383 0.240 -2.192 0.898 -0.833
C -0.986 -0.952 -0.038 -0.861 0.187 0.604
C -0.525 -1.979 0.924 0.756 -0.079 0.554
H -2.043 1.876 -0.765 0.021 0.004 0.336
H -0.284 2.239 -0.633 -0.163 0.009 0.154
H -0.884 1.109 -1.822 -0.001 -0.127 0.523
H -0.831 0.743 1.264 1.193 -0.365 0.102
H -1.438 -1.217 -0.996 0.758 0.034 -0.114
H 0.484 -1.619 1.232 -0.284 -0.369 -0.310
H -1.085 -2.051 1.854 -0.450 -0.014 -0.187
H -0.396 -2.952 0.458 -0.184 -0.057 0.071
H 1.859 -1.262 -0.663 0.463 -0.086 -0.291
H 1.879 0.873 -0.071 -0.019 0.017 -0.352
O 1.957 -0.603 0.027 -1.284 -0.072 0.175
H 0.168 -0.264 -0.218 2.309 -0.213 0.219
H 2.385 2.351 0.131 0.061 0.074 0.012
O 1.608 1.858 -0.140 0.431 0.271 0.268



Record 5
45
Properties=species:S:1:pos:R:3:forces:R:3 method="wB97M-V/def2-TZVPD" spin_multiplicity=1 e_lumo_ev=0.72 relative_energy_kcal_mol=0.0 charge=0 homo_energy_ev=-8.74 total_energy_ha=-1514.8083
C -0.288 -5.982 1.574 -0.089 -0.228 0.006
H 0.103 -6.423 2.496 -0.022 0.029 -0.024
H 0.163 -6.482 0.718 -0.053 -0.011 0.080
O 0.076 -4.628 1.453 0.060 0.302 0.073
C -0.308 -3.757 2.419 -0.027 0.270 0.031
C -1.126 -4.078 3.497 0.076 -0.292 -0.175
C -1.498 -3.101 4.405 0.042 0.150 -0.005
C -1.076 -1.793 4.248 -0.078 0.034 0.160
C -0.271 -1.462 3.172 0.054 -0.217 -0.148
C 0.128 -2.430 2.262 -0.037 -0.531 0.262
C 1.048 -2.079 1.146 -0.224 0.482 -0.124
O 2.103 -2.633 0.959 0.069 -0.036 -0.020
C 0.542 -0.979 0.225 0.499 -0.095 -0.265
C -0.002 -1.659 -1.042 -0.258 0.149 0.051
C -0.434 -0.606 -2.058 0.209 -0.087 -0.037
H -0.763 -1.085 -2.981 -0.040 0.001 -0.038
H -1.268 -0.027 -1.656 -0.021 0.008 -0.066
C 0.732 0.339 -2.360 -0.413 -0.072 -0.313
N 1.217 0.932 -1.137 0.136 -0.159 -0.026
C 1.059 2.223 -0.778 0.088 0.099 -0.179
O 1.399 2.663 0.303 -0.021 0.205 0.190
C 0.463 3.129 -1.823 -0.159 0.244 0.165
C 1.276 3.822 -2.710 -0.090 -0.078 0.060
C 0.727 4.721 -3.608 0.053 0.009 -0.030
C -0.640 4.942 -3.620 -0.010 0.001 -0.004
C -1.464 4.268 -2.735 -0.004 -0.042 0.032
C -0.906 3.370 -1.841 0.270 0.056 -0.150
Cl -1.925 2.528 -0.725 -0.219 -0.033 0.147
H -2.529 4.437 -2.732 -0.093 0.000 0.022
H -1.070 5.644 -4.318 -0.041 0.059 -0.059
H 1.367 5.252 -4.296 0.056 0.048 -0.057
H 2.342 3.650 -2.688 0.113 -0.010 0.002
C 1.681 -0.029 -0.162 0.087 -0.047 0.478
H 2.035 0.525 0.709 0.030 -0.109 -0.141
H 2.509 -0.609 -0.581 -0.051 0.035 0.042
H 0.423 1.122 -3.054 0.101 -0.126 0.036
H 1.553 -0.229 -2.814 -0.035 0.061 -0.044
H -0.845 -2.303 -0.781 0.009 -0.089 -0.029
H 0.784 -2.287 -1.467 0.033 -0.061 0.029
H -0.263 -0.415 0.703 0.044 -0.015 0.001
H 0.081 -0.448 3.053 0.005 0.145 -0.051
H -1.369 -1.036 4.958 -0.019 0.067 0.068
H -2.127 -3.370 5.240 -0.054 -0.022 0.060
H -1.474 -5.088 3.641 -0.026 -0.095 -0.028
H -1.375 -6.111 1.538 0.052 0.001 0.021



Record 6
22
Properties=species:S:1:pos:R:3:forces:R:3 method="wB97M-V/def2-TZVPD" spin_multiplicity=1 e_lumo_ev=0.67 relative_energy_kcal_mol=0.5 charge=0 homo_energy_ev=-9.28 total_energy_ha=-540.9672
B -1.578 -0.160 1.433 -0.701 2.257 -1.869
C 1.828 -1.508 -0.984 0.344 2.238 0.320
C 0.754 -0.644 -1.244 -0.622 -2.703 0.280
C 2.769 -1.079 -0.025 -1.084 -2.048 -1.942
C 0.610 0.483 -0.503 1.117 1.831 0.568
C 1.611 0.765 0.471 -2.953 -0.083 -0.935
C -0.541 1.405 -0.929 0.212 -1.045 0.786
C -1.753 0.548 -1.073 -0.772 -1.226 1.695
C -2.228 -0.148 -0.013 0.654 1.432 -0.772
N 2.612 -0.015 0.735 1.612 -0.426 0.646
O -1.251 -1.263 2.050 -0.637 -2.717 -0.629
O -1.290 0.994 2.155 -0.242 -0.729 0.527
H 2.052 -2.377 -1.562 -0.247 -0.548 -0.121
H -0.168 -1.021 -1.723 1.000 0.288 -0.564
H 3.542 -1.844 0.022 0.666 0.839 1.053
H -0.784 2.277 -0.303 0.532 -0.192 -0.195
H -0.257 1.690 -1.903 0.319 1.142 -1.065
H 1.307 1.506 1.178 0.644 0.918 0.468
H -2.146 0.293 -2.048 -0.272 0.600 -0.184
H -3.136 -0.642 -0.245 -0.664 -1.047 0.161
H -1.024 -0.937 2.888 1.043 0.056 2.379
H -0.928 1.676 1.622 0.048 1.163 -0.607



no.,orbital gap (eV)
1,8.06
2,9.91
3,8.39
4,8.29
5,9.45
6,9.95